Record 1
A structure of composition C31H44CdN16O2. Source: OMol25; level of theory: ωB97M-V/def2-TZVPD.

Values from the calculation:
ΔE to the lowest compared entry with this formula, charge and spin	0.0	kcal per mole
maximum force	0.24	eV Å⁻¹
E	-65356.2785	eV
charge	+2
HOMO-LUMO gap	8.619	eV
HOMO level	-13.13	eV

Last column: Löwdin charge in e.
Atoms and positions in Å:
1 Cd 0.6008 1.0177 0.5984  1.390
2 O 0.1058 -2.8701 -1.1275  0.035
3 O -0.7766 -0.8645 1.3558  -0.133
4 N -2.4417 -0.4848 3.8985  0.209
5 N -0.0393 -1.1710 -2.6343  0.188
6 N -2.7068 2.5534 -1.9118  -0.146
7 N -1.3651 2.0947 1.8567  0.125
8 N 0.3617 -3.4119 -3.3076  -0.036
9 N 2.1125 -0.6978 0.9441  0.084
10 N -3.6951 0.5861 5.5126  0.185
11 N 2.5730 0.5847 -1.4397  0.134
12 N -1.1353 3.6956 -0.6745  0.132
13 N 0.1463 5.3949 0.1432  0.179
14 N -0.1283 0.5068 -4.1886  0.175
15 N -1.9580 -2.7685 1.0178  -0.167
16 N -2.7707 1.8500 3.8685  0.127
17 N 1.0191 3.2229 0.1225  0.032
18 N 1.3348 0.9434 2.9851  0.095
19 N -0.8166 1.4149 -1.1151  0.062
20 C -3.3214 1.3048 -2.3338  -0.040
21 C 2.8673 -0.7128 -1.3592  -0.231
22 C 3.4237 -3.0603 1.5235  -0.011
23 C 0.7280 -0.0371 5.4986  -0.036
24 C 0.2255 -1.7395 -4.9617  0.001
25 C 3.2820 -1.4587 -2.4573  -0.020
26 C -1.5439 -1.5556 0.6713  -0.329
27 C 2.4367 2.6756 -2.6744  -0.037
28 C 2.7463 1.2092 -2.6083  -0.328
29 C 2.7388 -2.3778 2.5129  0.008
30 C -3.1228 3.7158 -2.6932  -0.029
31 C -2.7612 -3.5637 0.1058  -0.031
32 C -2.0186 1.9392 2.8037  -0.350
33 C 0.0300 -0.8095 -3.9001  -0.386
34 C 2.1007 -1.1916 2.1889  -0.217
35 C 3.4531 -0.8161 -3.6691  -0.037
36 C -1.2723 -3.4845 2.0796  -0.015
37 C 0.1332 -2.4774 -2.2885  -0.501
38 C 0.3871 -3.0315 -4.6052  -0.033
39 C -2.9524 0.6520 4.3980  -0.493
40 C 0.6426 1.3132 5.2340  -0.013
41 C 0.9039 3.2467 3.6688  -0.038
42 C -1.5153 2.4897 -1.2518  -0.455
43 C 3.4681 -2.5249 0.2540  0.009
44 C 0.0787 4.0631 -0.1145  -0.533
45 C 2.7891 -1.3391 -0.0099  -0.199
46 C 3.2022 0.5410 -3.7404  -0.024
47 C 1.4837 -0.3585 3.2609  -0.240
48 C 0.9517 1.7781 3.9576  -0.327
49 C 1.1676 -0.8925 4.4997  -0.020
50 C 0.5439 -4.8056 -2.9149  0.004
51 H 0.1014 0.8278 -5.1132  0.115
52 H 0.3432 2.0169 5.9991  0.127
53 H -3.5879 -4.0247 0.6463  0.098
54 H 0.7705 -5.3939 -3.7998  0.096
55 H 1.6230 3.7674 4.3035  0.096
56 H 1.3583 -4.8837 -2.1984  0.095
57 H 3.9496 -3.9775 1.7517  0.124
58 H -1.8112 -0.4745 3.1039  0.061
59 H 2.7522 -2.7380 3.5300  0.114
60 H -1.9713 -1.1747 -0.2619  0.121
61 H -3.9907 -0.2871 5.9091  0.116
62 H 2.9056 3.1996 -1.8446  0.074
63 H -0.0084 1.1593 -3.4294  0.064
64 H -3.1676 -2.9213 -0.6728  0.093
65 H 3.4668 -2.5193 -2.3778  0.109
66 H 0.2481 -1.4364 -5.9970  0.117
67 H -0.9466 -2.7843 2.8457  0.068
68 H 1.3605 2.8480 -2.5929  0.052
69 H 0.9387 5.7681 0.6343  0.115
70 H -4.1349 1.4330 5.8291  0.123
71 H -3.3096 0.5893 -1.5121  0.085
72 H -2.5964 4.6143 -2.3895  0.079
73 H -1.9035 4.3079 -0.4515  0.145
74 H -2.8235 0.8688 -3.2071  0.088
75 H -2.9210 3.5519 -3.7555  0.100
76 H -4.1916 3.8799 -2.5645  0.099
77 H -0.3613 -5.1855 -2.4453  0.096
78 H 0.4796 -0.4225 6.4789  0.120
79 H -1.9461 -4.2213 2.5121  0.098
80 H 2.7936 3.1061 -3.6083  0.084
81 H 1.8845 3.6752 0.3941  0.069
82 H 0.5485 -3.8186 -5.3293  0.140
83 H 3.3560 1.0879 -4.6611  0.120
84 H -4.3585 1.5055 -2.5929  0.099
85 H 1.1422 3.4355 2.6272  0.035
86 H 1.2640 -1.9504 4.6944  0.110
87 H -0.0846 3.6549 3.8824  0.082
88 H -2.5537 -1.3516 4.3939  0.116
89 H -0.4658 6.0498 -0.3103  0.112
90 H -2.1494 -4.3401 -0.3543  0.089
91 H 3.7894 -1.3627 -4.5404  0.121
92 H -1.1495 0.6319 -1.6664  0.001
93 H 4.0531 -3.0069 -0.5126  0.113
94 H -0.3927 -3.9921 1.6743  0.104

Record 2
The molecule C3H4BrNS at a distorted geometry. Source: OMol25; level of theory: ωB97M-V/def2-TZVPD.

Values from the calculation:
ΔE to the lowest compared entry with this formula, charge and spin	82.1	kcal per mole
maximum force	4.45	eV Å⁻¹
E	-85539.5691	eV
charge	0
HOMO-LUMO gap (alpha / beta)	6.517 / 7.562	eV
HOMO level (alpha / beta)	-7.23 / -7.77	eV

Last column: Löwdin charge in e.
Atoms and positions in Å:
1 Br 2.2320 1.7479 -0.8814  0.560
2 S 0.2473 -0.3091 -2.1168  0.805
3 N -0.2891 -1.1389 0.4058  -0.031
4 C 0.5250 1.2106 -1.4659  -1.065
5 C -0.1320 -0.1355 1.2323  0.038
6 C -0.0756 -1.4831 -0.7593  -0.383
7 H -0.1219 -2.3938 -1.2246  0.040
8 H 0.8104 0.1831 1.5544  0.053
9 H -0.8079 0.2024 1.8727  0.024
10 H -0.1422 1.9997 -1.6670  -0.041

Record 3
A structure of composition C43H66N2O5PPbSi at a distorted geometry. Source: OMol25; level of theory: ωB97M-V/def2-TZVPD.

Values from the calculation:
maximum force	2.46	eV Å⁻¹
E	-81288.1880	eV
charge	+1
HOMO-LUMO gap (alpha / beta)	5.800 / 5.802	eV
HOMO level (alpha / beta)	-11.32 / -11.33	eV

Last column: Löwdin charge in e.
Atoms and positions in Å:
1 Pb 0.1952 0.7919 1.0437  1.499
2 P 1.5917 0.4179 -1.4694  1.128
3 Si -1.5533 -2.2055 1.9507  0.645
4 O -1.6905 4.7775 0.2134  0.054
5 O -1.3008 0.8739 3.4551  -0.162
6 O -0.2854 3.0182 0.0493  -0.192
7 O 2.2512 0.9546 2.1601  -0.218
8 O 3.5365 1.8696 3.7900  0.063
9 N 0.3497 3.0380 2.7841  -0.196
10 N -2.5893 0.0737 0.4170  -0.242
11 C 3.7259 2.2405 -0.4479  -0.201
12 C -2.3792 -2.1274 3.6394  -0.254
13 C -4.4937 1.6787 0.2707  -0.152
14 C -1.3304 2.0288 4.3119  -0.192
15 C -0.0355 2.7669 4.1524  -0.185
16 C -4.9601 0.8451 -0.9437  -0.160
17 C 0.6189 -3.6244 -3.7163  -0.180
18 C 0.5837 2.9744 -5.2704  -0.191
19 C -2.4512 0.4626 -0.9814  -0.240
20 C -4.3526 -2.3234 5.1019  -0.075
21 C 5.0201 2.2170 0.3791  -0.168
22 C 0.1682 -1.5050 1.9584  -0.218
23 C -0.9622 -6.7341 0.7370  -0.061
24 C -2.7712 -1.3554 0.6608  -0.185
25 C -0.2684 1.7289 -5.0267  -0.183
26 C -3.4446 0.9868 1.1471  -0.188
27 C 5.8136 1.0714 -1.7610  -0.180
28 C -3.7438 0.3810 -1.7719  -0.157
29 C -0.4334 4.1352 2.1785  -0.076
30 C 6.0697 1.3118 -0.2678  -0.185
31 C -0.1482 1.2200 -3.5801  -0.208
32 C -0.8614 3.9984 0.7074  -0.590
33 C 0.8251 3.7766 -3.9768  -0.175
34 C 1.8177 3.2502 2.7794  -0.094
35 C -1.5997 -1.8755 4.8097  -0.113
36 C 2.2927 -1.7333 -3.3112  -0.186
37 C -3.7592 -2.3819 3.8355  -0.088
38 C 4.4441 0.4142 -2.0357  -0.193
39 C -0.1959 -4.7147 1.8554  -0.097
40 C 1.2779 1.4339 -3.0201  -0.399
41 C 0.3456 -2.1205 -1.6829  -0.227
42 C 0.0118 -6.0457 1.4928  -0.074
43 C -1.3692 -4.0191 1.4561  -0.249
44 C 1.7048 -1.4214 -1.9225  -0.386
45 C 3.4085 0.8276 -0.9900  -0.404
46 C 1.5535 2.9529 -2.9081  -0.190
47 C -2.1874 -1.8158 6.0752  -0.069
48 C -2.3337 -4.7262 0.7168  -0.108
49 C 0.3320 -3.5570 -2.2054  -0.172
50 C 1.2648 -2.3568 -4.2695  -0.190
51 C -3.5800 -2.0365 6.2319  -0.060
52 C 2.6053 1.9441 2.9767  -0.594
53 C -2.1328 -6.0560 0.3596  -0.084
54 H 2.0527 3.9774 3.5788  0.145
55 H 4.7741 1.8298 1.3918  0.107
56 H 1.2757 -4.4775 -3.9418  0.117
57 H -0.3052 -3.8172 -4.2523  0.108
58 H -5.3658 1.9388 0.8958  0.123
59 H 4.1096 0.7311 -3.0237  0.100
60 H -0.6320 -4.0105 -1.9809  0.105
61 H 3.5265 0.1689 -0.1123  0.105
62 H 0.1295 -2.1252 -0.6159  0.061
63 H 5.3882 3.2322 0.4753  0.115
64 H 6.1155 0.3371 0.2219  0.115
65 H -3.8861 -0.6276 -2.1611  0.108
66 H -1.3229 1.9548 -5.2336  0.115
67 H 1.0746 -4.1425 -1.6719  0.114
68 H -0.7873 -7.7720 0.4502  0.108
69 H -0.4634 -1.5713 -2.1885  0.091
70 H -0.1199 4.1470 -3.5883  0.115
71 H 0.1149 3.6271 -6.0179  0.116
72 H 1.5377 2.6669 -5.6873  0.108
73 H 1.2194 3.2702 -1.9092  0.094
74 H 0.1471 5.0567 2.3059  0.144
75 H -2.8082 1.7624 1.5833  0.097
76 H 1.7780 -2.5995 -5.2141  0.122
77 H -5.6236 1.4550 -1.5621  0.113
78 H 0.5860 -1.3279 2.9487  0.015
79 H -1.9486 0.2256 3.7746  0.062
80 H -0.5153 -1.7292 4.7374  0.101
81 H 5.8635 2.0164 -2.2979  0.111
82 H -5.4309 -2.4963 5.1798  0.112
83 H 2.3885 -1.8228 -1.1546  0.119
84 H 2.8964 2.5837 0.1769  0.076
85 H -0.8748 1.7467 -2.9348  0.110
86 H 3.8360 2.9056 -1.2991  0.099
87 H -2.9175 -6.5335 -0.2277  0.108
88 H 7.0529 1.7853 -0.1783  0.114
89 H -4.0899 2.6340 -0.0629  0.112
90 H -3.9180 0.4333 1.9688  0.127
91 H 0.5091 -1.6271 -4.5601  0.096
92 H -2.6521 -1.9022 -0.2881  0.090
93 H -3.6489 1.0342 -2.6548  0.119
94 H 3.1492 -2.4123 -3.2133  0.126
95 H 4.5419 -0.6701 -2.0551  0.105
96 H -1.4263 1.7470 5.3652  0.136
97 H -0.1282 3.6915 4.7476  0.150
98 H -3.2878 -4.2613 0.3998  0.110
99 H -2.1733 2.6804 4.0404  0.122
100 H 0.0108 0.9506 -5.7306  0.104
101 H -3.7980 -1.5490 0.9754  0.087
102 H -2.1045 1.4954 -0.9381  0.099
103 H -0.4198 0.1617 -3.5441  0.081
104 H -5.5413 -0.0194 -0.5974  0.110
105 H 1.4345 4.6549 -4.2484  0.120
106 H -1.3152 4.2862 2.8122  0.129
107 H 0.9207 -6.5661 1.7970  0.108
108 H 0.8925 -1.9841 1.2993  0.012
109 H -4.0265 -2.0107 7.2382  0.115
110 H 2.0632 3.7595 1.8449  0.127
111 H 2.6771 -0.8401 -3.7981  0.080
112 H 1.9304 1.0448 -3.8244  0.109
113 H 6.6231 0.4768 -2.1797  0.112
114 H -4.4008 -2.6135 2.9853  0.100
115 H 0.5256 -4.2213 2.5190  0.104
116 H 2.6305 3.1362 -3.0203  0.107
117 H -1.5618 -1.6014 6.9413  0.109
118 H -1.6490 -0.1444 -1.4144  0.078
119 H 0.7724 2.1433 4.5897  0.146

Record 4
The molecule C4H3Cl2NO at a distorted geometry. Source: OMol25; level of theory: ωB97M-V/def2-TZVPD.

Values from the calculation:
ΔE to the lowest compared entry with this formula, charge and spin	51.4	kcal per mole
maximum force	7.25	eV Å⁻¹
SMILES string	Cc1noc(Cl)c1Cl
E	-32776.0701	eV
charge	0
HOMO-LUMO gap	9.350	eV
HOMO level	-8.81	eV

Last column: Löwdin charge in e.
Atoms and positions in Å:
1 Cl -0.3746 -1.0409 -2.1874  0.707
2 Cl -2.3423 1.9612 -1.8633  0.788
3 O -1.0563 1.7701 0.4319  -0.038
4 N -0.1907 0.9791 1.1061  0.092
5 C -1.2176 1.3660 -0.8008  -0.723
6 C 0.1889 -0.0158 0.3796  -0.430
7 C 1.1323 -1.0190 0.8951  -0.025
8 C -0.3873 0.0003 -0.8674  -0.619
9 H 1.4717 -1.6247 0.1596  0.017
10 H 2.1238 -0.5790 1.1924  0.114
11 H 0.6522 -1.7972 1.5543  0.116

Record 5
A structure of composition CHClFO2S2 at a distorted geometry. Source: OMol25; level of theory: ωB97M-V/def2-TZVPD.

Values from the calculation:
ΔE to the lowest compared entry with this formula, charge and spin	27.3	kcal per mole
maximum force	3.29	eV Å⁻¹
E	-42058.9002	eV
charge	-1
HOMO-LUMO gap	8.053	eV
HOMO level	-4.58	eV

Last column: Löwdin charge in e.
Atoms and positions in Å:
1 Cl 0.3201 1.4110 -1.7540  0.533
2 S -2.3517 0.3270 0.4258  0.061
3 S -3.5700 0.6019 -1.0041  0.148
4 F 0.6626 0.6001 0.5604  -0.125
5 O -2.0308 -1.0233 0.6518  -0.438
6 O -2.7444 1.0849 1.6039  -0.479
7 C -0.2538 1.3155 -0.1005  -0.769
8 H -0.2349 2.3553 0.3507  0.069

Record 6
A structure of composition C33H39BN4O2P2Tc at a distorted geometry. Source: OMol25; level of theory: ωB97M-V/def2-TZVPD.

Values from the calculation:
spin multiplicity	4
ΔE to the lowest compared entry with this formula, charge and spin	60.0	kcal per mole
maximum force	7.17	eV Å⁻¹
E	-66339.6319	eV
expectation value of S²	3.77
charge	+2
HOMO-LUMO gap (alpha / beta)	3.444 / 3.186	eV
HOMO level (alpha / beta)	-12.07 / -12.07	eV

Last column: Löwdin charge in e.
Atoms and positions in Å:
1 Tc -0.3056 -0.8494 -1.4470  0.859
2 P 1.6770 -0.6303 -2.2025  0.878
3 P -2.0605 0.0291 -2.2507  0.946
4 O -0.2102 -2.1646 5.3851  0.177
5 O 1.4489 -0.5159 5.7299  0.160
6 N -3.5225 -0.7706 -2.4871  -0.274
7 N 2.4848 -2.1392 -2.7209  -0.224
8 N 3.0601 0.3485 -2.2307  -0.262
9 N -2.2033 1.4534 -3.1188  -0.280
10 C 0.6066 1.5885 0.2300  -0.188
11 C 2.8269 -4.3529 -2.9802  -0.051
12 C -1.4546 -1.6187 7.4644  -0.005
13 C -4.7459 -2.4078 -3.2753  -0.008
14 C -0.4319 -1.4886 6.5659  -0.214
15 C 5.2043 0.9410 -1.8839  -0.029
16 C 4.7638 1.4723 -3.1672  -0.033
17 C -2.4243 2.7334 -2.5448  -0.106
18 C 0.6702 -0.2965 -3.7269  -0.326
19 C 0.5380 -0.4815 6.7718  -0.195
20 C -1.1839 0.6068 2.9266  -0.081
21 C 2.8300 -2.3605 -4.0492  -0.138
22 C 1.6455 -1.9579 3.6251  0.052
23 C 3.0868 -3.7034 -4.2268  -0.042
24 C -0.0583 1.5202 3.3913  -0.136
25 C -1.8908 3.0079 -4.7744  -0.014
26 C -0.6865 -1.0240 -3.4626  -0.398
27 C -1.6222 -0.6460 8.4802  -0.072
28 C 1.5008 1.2690 1.1971  -0.058
29 C -0.6568 0.3735 8.6212  -0.076
30 C -2.2740 3.6919 -3.5543  -0.029
31 C 1.2734 1.7097 2.5880  -0.153
32 C 4.1529 0.2477 -1.3339  -0.109
33 C -5.2291 -1.1369 -3.8373  0.001
34 C -1.9243 0.8751 1.8610  -0.139
35 C -4.4595 -0.1317 -3.3017  -0.094
36 C 2.3969 -3.3716 -2.0891  -0.143
37 C -0.5400 2.5046 0.4453  -0.208
38 C 3.4743 1.0840 -3.3467  -0.128
39 C 0.4552 0.5159 7.7393  0.018
40 C -1.8924 2.1560 1.1062  -0.190
41 C -3.6724 -2.1502 -2.4534  -0.121
42 C -1.8276 1.6251 -4.4695  -0.114
43 B 0.9873 -1.5544 4.9010  -0.591
44 H -2.4913 -0.7147 9.1550  0.113
45 H -0.7689 2.9084 -0.5700  0.086
46 H 2.7161 -1.9851 3.7080  0.084
47 H -0.6237 -2.1031 -3.2787  0.085
48 H 1.0524 -0.7230 -4.6338  0.082
49 H -0.0042 3.3327 0.9863  0.142
50 H 2.3894 0.6465 0.9881  0.101
51 H -2.4590 0.0576 1.3039  0.101
52 H 1.9998 -3.4378 -1.0870  0.095
53 H 6.1724 1.0216 -1.4252  0.111
54 H -0.4897 2.5270 3.5288  0.123
55 H -1.3359 -1.0290 -4.3759  0.124
56 H 0.9957 1.7437 -0.8119  0.089
57 H -2.1883 -2.4744 7.3475  0.143
58 H 5.3515 2.0478 -3.8546  0.110
59 H 2.0057 1.1936 3.2407  0.119
60 H -4.4681 0.9348 -3.4346  0.118
61 H 1.2948 -2.9330 3.3128  0.081
62 H 1.4525 2.7728 2.7448  0.134
63 H -2.4346 4.7985 -3.4643  0.136
64 H 1.3378 -1.3382 2.7952  0.049
65 H -2.6697 2.8312 -1.4968  0.087
66 H 2.7535 1.1932 -4.1421  0.102
67 H -3.0248 -2.7414 -1.8283  0.109
68 H -1.4795 0.7823 -5.0190  0.088
69 H 3.3914 -4.1235 -5.1706  0.113
70 H -1.3553 -0.3555 3.4476  0.119
71 H 4.0189 -0.3591 -0.4459  0.108
72 H -6.0164 -1.0239 -4.5363  0.106
73 H -5.1613 -3.3759 -3.4460  0.109
74 H -2.1310 3.0335 1.7099  0.128
75 H 0.1586 1.0834 4.4073  0.112
76 H 2.9423 -5.4093 -2.7700  0.111
77 H 1.1491 1.3520 7.8481  0.123
78 H -1.7221 3.3933 -5.7863  0.121
79 H 2.7495 -1.5555 -4.7575  0.100
80 H -2.6527 2.1209 0.3156  0.074
81 H 0.5869 0.7589 -4.0077  0.082
82 H -0.8487 1.1477 9.4087  0.118

Record 7
The molecule C2H5PS2 at a distorted geometry. Source: OMol25; level of theory: ωB97M-V/def2-TZVPD.

Values from the calculation:
ΔE to the lowest compared entry with this formula, charge and spin	84.5	kcal per mole
maximum force	3.00	eV Å⁻¹
SMILES string	CS[PH2]=C=S
E	-33110.4312	eV
charge	0
HOMO-LUMO gap	6.920	eV
HOMO level	-7.40	eV

Last column: Löwdin charge in e.
Atoms and positions in Å:
1 S -0.8139 0.6414 -0.5165  0.413
2 S 3.5127 -0.4727 -0.2005  0.577
3 P 1.0317 1.4588 0.2072  0.441
4 C -0.8023 -1.2048 -0.0118  -0.411
5 C 2.1475 -0.0380 0.4227  -0.969
6 H -1.8014 -1.6090 -0.3023  0.030
7 H 0.6599 1.5194 1.5118  -0.073
8 H -0.7118 -1.1149 1.1089  0.031
9 H 0.1686 -1.5081 -0.6144  0.046
10 H 0.6936 2.8036 -0.1963  -0.085

Record 8
The ion C3H7NO2S with charge +1 at a distorted geometry. Source: OMol25; level of theory: ωB97M-V/def2-TZVPD.

Values from the calculation:
spin multiplicity	2
ΔE to the lowest compared entry with this formula, charge and spin	0.0	kcal per mole
maximum force	1.00	eV Å⁻¹
E	-19636.3698	eV
expectation value of S²	0.75
charge	+1
HOMO-LUMO gap (alpha / beta)	10.455 / 5.088	eV
HOMO level (alpha / beta)	-14.50 / -14.27	eV

Last column: Löwdin charge in e.
Atoms and positions in Å:
1 S 2.3132 -0.8698 -1.3521  1.140
2 O -2.7768 0.8757 0.8190  0.153
3 O -0.7219 1.7790 0.5906  0.114
4 N -0.9669 -0.4333 0.9962  0.083
5 C 0.6389 -0.5436 -0.8145  -0.435
6 C -1.4448 0.8370 0.7921  -0.607
7 C 0.3860 -0.6968 0.7313  -0.207
8 H -1.6097 -1.1839 1.2068  0.169
9 H 0.0486 -1.2710 -1.3960  0.119
10 H 0.4274 0.4616 -1.1277  0.074
11 H 0.7102 -1.6863 1.0490  0.136
12 H 2.4416 0.2514 -2.0936  -0.030
13 H 1.0221 0.0449 1.2136  0.136
14 H -3.0288 1.8177 0.7789  0.153